(1)
77
Properties=species:S:1:pos:R:3:forces:R:3:mulliken_spin:R:1 method="wB97M-V/def2-TZVPD" spin_multiplicity=2 total_charge=+4 lumo_energy_ev="-14.56 / -14.47" homo_energy_ha="-0.7087 / -0.7088"
Mn -0.609516 -0.485792 0.904426 1.84 0.55 -0.96 1.22
Cl -2.554796 5.370556 -1.881223 0.18 -0.95 1.20 0.01
C -2.143161 4.118858 -0.712309 -0.40 4.08 -1.62 0.02
C -2.141880 2.898837 -1.130524 0.30 -4.32 -0.81 -0.01
C -1.563502 1.837949 -0.305686 0.22 1.48 0.90 0.03
N -1.486782 0.567512 -0.514172 -0.61 -0.20 0.14 -0.12
C -2.470393 -0.154154 -1.390256 0.88 0.50 0.41 0.01
O -2.885606 0.285493 -2.400390 -0.16 0.01 -0.20 0.00
C -2.859795 -1.380619 -0.666648 0.01 -0.78 -0.24 0.00
C -3.884049 -2.184488 -1.123544 -0.50 1.65 -1.79 0.00
C -4.420825 -3.166956 -0.328030 0.42 0.28 0.30 0.00
C -3.883557 -3.255744 0.927015 -0.66 -0.86 1.27 0.00
C -2.827939 -2.487980 1.342648 0.20 0.11 -1.30 0.01
N -2.245352 -1.619522 0.518929 0.45 1.29 0.10 -0.02
C -0.951676 2.302784 1.066124 -0.33 -1.30 -1.85 0.00
C -1.032757 3.633212 1.418549 1.26 0.06 1.97 0.00
C -1.629585 4.522394 0.569108 -0.35 2.25 1.89 0.00
Cl -1.852503 6.166925 1.071352 0.41 -1.85 -0.54 0.00
N -0.450433 1.258006 1.726084 -0.78 -0.98 -0.17 -0.07
C -0.148004 1.233807 3.146030 0.43 0.75 0.35 0.00
O -0.101713 2.225532 3.822595 -0.14 -1.00 -0.73 -0.01
C 0.143140 -0.162017 3.595705 -0.20 0.34 -0.77 0.00
C 0.478573 -0.409514 4.890777 -0.26 -1.05 -0.25 0.00
C 0.677578 -1.743314 5.284598 0.56 1.61 0.65 0.01
C 0.620072 -2.706452 4.333167 -0.18 -2.16 -0.45 0.00
C 0.337295 -2.385238 2.989249 0.07 0.36 1.31 0.02
N 0.064112 -1.135106 2.629350 -0.29 0.49 1.05 -0.04
H -2.423477 2.656769 -2.139374 -0.24 -0.08 -0.15 0.00
H -4.367862 -1.889206 -2.080193 0.51 -0.39 0.65 0.00
H -5.266473 -3.735516 -0.634931 -0.44 -0.48 -0.20 0.00
H -4.311365 -3.889761 1.685758 -0.17 -0.32 -0.03 0.00
H -2.462629 -2.548531 2.314725 0.68 -0.24 1.49 0.00
H -0.529864 3.888201 2.389424 -0.90 0.24 -1.10 0.00
H 0.508771 0.386829 5.580249 0.14 0.86 0.70 0.00
H 0.968776 -1.929318 6.319452 -0.31 -0.26 -0.27 0.00
H 0.739671 -3.756983 4.692707 0.06 0.85 -0.89 0.00
H 0.336821 -3.095320 2.206466 -0.06 -0.89 -0.55 0.00
O 0.886493 -0.821169 0.121988 -1.73 0.35 0.38 -0.09
As 1.937149 -0.365361 -1.419814 -1.55 -1.56 -0.81 0.02
C 3.567540 -1.107754 -0.974816 0.13 -0.18 -0.17 -0.01
C 3.939656 -1.360323 0.338061 0.53 -0.35 -0.51 0.00
C 5.254147 -1.674911 0.637412 -1.32 0.72 -1.81 0.00
C 6.160579 -1.641260 -0.417649 1.68 0.09 1.08 0.00
C 5.762085 -1.524168 -1.743184 1.53 0.40 -1.40 0.00
C 4.450404 -1.257917 -2.054947 -0.05 -0.42 1.19 0.00
C 1.062683 -1.255316 -2.859166 -0.86 1.24 -0.07 0.00
C -0.033618 -0.627486 -3.509237 0.76 -0.14 -0.07 0.00
C -0.766708 -1.321126 -4.439671 -0.50 1.73 -0.03 0.00
C -0.462374 -2.623005 -4.741381 -0.81 -0.99 -1.74 0.00
C 0.615556 -3.237793 -4.192144 1.58 -0.61 1.24 0.00
C 1.380548 -2.533273 -3.237234 1.01 -2.12 0.33 0.00
C 1.646615 1.455291 -1.397189 -0.20 1.45 0.68 0.01
C 1.988609 2.095031 -0.154262 0.39 -3.13 -1.48 0.00
C 1.914938 3.413328 -0.096239 -0.53 3.58 0.02 0.00
C 1.418908 4.217913 -1.171890 1.01 0.50 0.95 0.00
C 1.207809 3.602780 -2.386895 -1.23 1.11 -0.71 0.00
C 1.222065 2.213455 -2.497890 1.64 0.06 0.50 0.00
H 3.225961 -1.454088 1.108204 -0.88 0.41 0.78 0.00
H 5.420398 -1.827040 1.661338 1.08 -0.38 1.04 0.00
H 7.228837 -1.648524 -0.123124 -0.65 -0.38 -0.64 0.00
H 6.498249 -1.521020 -2.618626 -0.93 -0.28 1.62 0.00
H 4.148905 -1.298945 -3.069087 -0.39 0.51 -0.87 0.00
H -0.193383 0.430806 -3.499809 -0.24 0.28 0.64 0.00
H -1.504656 -0.705261 -4.974609 0.12 -0.82 0.09 0.00
H -0.995019 -3.150508 -5.536535 -0.10 0.20 0.34 0.00
H 0.913595 -4.275976 -4.443803 -0.30 0.90 0.07 0.00
H 2.239492 -3.074836 -2.784134 -0.65 0.51 -0.26 0.00
H 2.436043 1.497001 0.649527 -0.22 0.31 -0.21 0.00
H 2.302883 3.925810 0.770066 -0.14 0.13 0.28 0.00
H 1.377400 5.342745 -1.021595 0.08 -1.58 -0.43 0.00
H 0.964605 4.215008 -3.288758 0.24 -0.61 0.85 0.00
H 1.206922 1.841178 -3.502153 -0.35 -0.53 -0.22 0.00
Cl -3.234769 0.186682 3.810977 0.34 -0.22 -0.02 0.00
C -4.450966 1.419086 3.483810 0.71 0.96 -0.79 0.00
Cl -4.634501 1.738905 1.739259 -0.03 -0.39 -0.33 0.00
H -4.101499 2.390172 3.816653 -0.10 -0.30 0.74 0.00
H -5.370924 1.089755 3.901361 -0.72 -0.08 0.25 0.00

---

(2)
58
Properties=species:S:1:pos:R:3:forces:R:3:lowdin_charge:R:1 method="wB97M-V/def2-TZVPD" smiles="CCCCN(CC)CCCNC(=O)c1ccc(CS(=O)(=O)c2c(Cl)cccc2Cl)o1" total_charge=0 lumo_energy_ev=0.31 homo_energy_ha=-0.3234 e_above_lowest_kcal_mol=0.0
C -2.675656 -3.508477 -1.257338 -0.23 -0.01 0.06 -0.10
C -4.027123 -3.142891 -0.653760 0.13 0.11 0.10 -0.25
C -4.054274 -1.724793 -0.078207 -0.20 -0.09 -0.21 -0.18
C -4.180895 -0.663000 -1.173851 0.11 -0.15 0.19 -0.19
N -3.727226 0.656171 -0.750787 -0.12 0.07 -0.27 -0.22
C -3.461177 1.523725 -1.893990 0.17 0.00 -0.14 -0.24
C -2.098085 1.240028 -2.516017 -0.29 0.09 0.08 -0.08
C -4.619016 1.283484 0.221548 0.00 0.25 0.09 -0.19
C -3.862659 2.224213 1.166096 -0.03 -0.35 0.01 -0.16
C -2.947227 1.468467 2.122275 0.00 0.11 0.25 -0.17
N -1.966681 0.712083 1.373781 0.01 0.12 -0.04 0.08
C -1.257517 -0.273520 1.957662 0.04 0.43 -0.28 -0.47
O -1.253110 -0.502833 3.154735 0.00 -0.20 0.14 0.08
C -0.417129 -1.034840 1.009000 0.50 -0.92 0.42 -0.18
C 0.244409 -2.225356 1.156562 -0.46 0.65 0.03 0.02
C 0.968371 -2.428627 -0.038084 -0.25 0.43 -0.50 -0.02
C 0.703994 -1.348267 -0.836469 0.02 -1.01 0.29 -0.33
C 1.350869 -0.874427 -2.067274 0.53 0.65 0.52 -0.11
S 2.956973 -0.115750 -1.504493 0.03 0.06 -0.51 0.67
O 3.870804 -1.196590 -1.299853 -0.13 -0.34 0.09 -0.35
O 3.369168 0.918236 -2.407594 -0.11 0.09 -0.01 -0.34
C 2.479439 0.625263 0.094643 0.12 -0.26 -0.62 -0.29
C 1.644791 1.738405 0.072750 0.13 0.13 0.41 -0.62
Cl 1.186599 2.438090 -1.423021 -0.48 0.55 -0.16 0.81
C 1.148434 2.292745 1.243430 0.10 -0.09 -0.19 -0.09
C 1.483130 1.721270 2.458489 0.07 -0.04 -0.12 -0.05
C 2.314716 0.619597 2.505344 0.08 -0.07 -0.19 -0.09
C 2.811753 0.070533 1.326769 -0.13 0.16 0.10 -0.62
Cl 3.822536 -1.304856 1.445283 0.24 -0.30 0.58 0.79
O -0.147140 -0.506458 -0.209168 -0.26 0.15 -0.16 0.05
H -2.699589 -4.522203 -1.650130 0.08 -0.09 -0.08 0.07
H -2.408852 -2.838030 -2.070882 0.10 0.06 -0.12 0.06
H -1.896332 -3.451875 -0.500368 0.13 0.02 0.05 0.06
H -4.809454 -3.243012 -1.409904 -0.09 -0.07 0.02 0.11
H -4.250470 -3.850027 0.147432 -0.09 -0.03 -0.05 0.11
H -3.137075 -1.555529 0.486608 0.02 0.02 0.06 0.10
H -4.892271 -1.645568 0.616817 0.04 0.06 0.08 0.11
H -5.222795 -0.629089 -1.537343 0.06 0.00 -0.05 0.13
H -3.551751 -0.960173 -2.013027 -0.06 -0.01 -0.06 0.10
H -3.469339 2.558478 -1.546312 -0.07 -0.01 -0.03 0.11
H -4.251341 1.425106 -2.656819 -0.03 0.08 0.10 0.12
H -2.055401 0.242604 -2.946571 0.05 -0.12 -0.06 0.07
H -1.899219 1.959842 -3.305901 0.08 0.05 -0.13 0.08
H -1.321177 1.326897 -1.761429 0.07 0.00 0.02 0.02
H -5.082976 0.499439 0.820430 -0.06 0.01 0.01 0.11
H -5.426751 1.838350 -0.282928 -0.01 -0.11 0.00 0.12
H -4.587576 2.793660 1.749272 0.04 0.07 0.00 0.12
H -3.265569 2.930753 0.587808 -0.02 0.14 -0.04 0.11
H -2.428001 2.168430 2.786664 -0.13 -0.06 0.03 0.12
H -3.525664 0.786686 2.757792 0.02 0.09 0.00 0.13
H -2.159395 0.670000 0.372687 0.08 -0.19 0.10 0.10
H 0.212916 -2.860848 2.016796 -0.04 -0.07 0.25 0.13
H 1.607476 -3.253114 -0.277039 0.22 -0.13 -0.09 0.12
H 1.638465 -1.678358 -2.737054 0.11 -0.03 -0.03 0.12
H 0.776022 -0.108620 -2.577943 -0.01 0.05 -0.07 0.08
H 0.496046 3.148590 1.188371 -0.07 0.09 -0.03 0.11
H 1.085204 2.129587 3.373562 -0.05 0.04 0.10 0.12
H 2.574643 0.160542 3.444486 0.04 -0.07 0.09 0.11

---

(3)
28
Properties=species:S:1:pos:R:3:forces:R:3:lowdin_charge:R:1 method="wB97M-V/def2-TZVPD" total_charge=+1 lumo_energy_ev=-3.10 homo_energy_ha=-0.4300 e_above_lowest_kcal_mol=53.9
C -3.162984 -0.952026 0.070608 1.62 0.25 -3.30 -0.04
C -1.504409 2.206711 1.036427 -0.60 1.90 -0.39 -0.07
C -2.266613 1.077916 1.020933 0.76 -0.92 -1.66 -0.05
C -0.963073 2.646345 -0.185087 0.93 0.60 0.31 -0.11
C -2.310590 0.293591 -0.163699 -0.31 -0.88 1.57 -0.27
C -0.816147 1.799713 -1.249481 0.51 -1.44 -0.37 -0.12
C -1.459486 0.540089 -1.217361 0.37 0.98 -0.50 -0.08
H -1.455842 2.922089 1.862911 -0.06 -0.56 -0.02 0.11
H -2.735059 0.554982 1.821887 -0.35 0.59 1.00 0.10
H -0.547748 3.643658 -0.308059 0.10 -0.11 0.47 0.11
H -0.062530 1.989423 -2.036980 -0.94 0.29 0.24 0.10
H -3.993047 -0.684432 0.666322 -0.76 -0.36 0.77 0.07
H -2.463721 -1.695836 0.403414 -0.19 -0.61 1.06 0.07
H -1.257548 -0.128821 -2.060663 -0.59 -0.04 0.32 0.11
H -3.460661 -1.356886 -0.914750 -0.42 0.24 0.47 0.09
C 1.788918 -2.509668 0.969423 0.00 -2.15 0.02 -0.03
C 2.066508 -0.453349 -0.281031 4.45 1.80 1.15 -0.34
N 1.427690 -1.609596 -0.111193 1.21 3.00 0.22 0.05
N 2.908703 0.121260 0.730614 -2.58 -2.52 -1.36 0.18
N 2.375794 0.171042 -1.431130 -0.49 0.46 -0.06 0.19
H 0.819705 -1.833894 -0.871111 -0.35 -0.80 -0.11 0.15
H 2.798641 -0.252929 1.638817 -0.07 0.07 0.88 0.08
H 3.330499 1.024087 0.662375 -0.11 0.28 -0.31 0.11
H 3.040302 0.950968 -1.339346 -0.84 -0.68 -0.36 0.14
H 2.140238 -0.094674 -2.372894 -0.34 -0.25 0.19 0.13
H 2.466340 -2.171616 1.782715 -1.05 0.68 -0.60 0.10
H 2.473389 -3.282023 0.515724 -1.17 0.19 0.39 0.12
H 0.822721 -2.916127 1.360624 1.25 0.00 -0.04 0.11

---

no.,energy (eV)
1,-193115.40888
2,-69281.20589
3,-14055.76641